23
Properties=species:S:1:pos:R:3:forces:R:3:lowdin_charge:R:1 method="wB97M-V/def2-TZVPD" de_lowest_ev=0.000 smiles="C[Si](C)(C)C1=CCCS1" gap_ev=9.08
C 1.655919 1.098885 1.718585 -0.13 -0.28 -0.65 -0.180
Si 1.273394 0.308027 0.029890 0.17 0.02 -0.02 0.517
C 1.472888 1.561450 -1.389326 -0.07 -0.38 0.54 -0.181
C 2.334634 -1.249782 -0.282176 -0.36 0.54 0.18 -0.175
C -0.536474 -0.201290 0.078394 -1.46 2.53 -0.02 -0.359
C -1.257147 -1.297963 0.120661 -0.08 -0.28 -0.06 -0.218
C -2.752111 -1.217932 0.210966 -0.18 0.09 0.02 -0.264
C -3.186568 0.129910 -0.353702 0.24 0.21 -0.10 -0.537
S -1.938734 1.368737 0.109770 1.83 -2.13 0.05 0.744
H 2.693992 1.404428 1.799787 0.23 0.06 -0.06 0.024
H 1.037326 1.978574 1.863628 -0.14 0.19 0.01 0.023
H 1.446513 0.413085 2.534674 -0.06 -0.17 0.06 0.027
H 0.576154 2.168103 -1.480057 -0.15 0.07 0.02 0.006
H 2.308192 2.233579 -1.214556 0.19 0.06 0.07 0.024
H 1.638888 1.069113 -2.343286 -0.01 -0.16 -0.11 0.026
H 2.671291 -1.699435 0.646772 0.01 -0.06 0.20 0.023
H 1.782713 -2.005572 -0.833382 -0.14 -0.07 -0.12 0.020
H 3.217200 -1.003068 -0.865396 0.14 0.10 -0.08 0.022
H -0.789798 -2.272906 0.128715 0.16 -0.16 0.00 0.103
H -3.235064 -2.031446 -0.333173 -0.01 -0.06 0.06 0.108
H -3.037469 -1.299876 1.265633 -0.04 -0.04 -0.02 0.115
H -3.224065 0.094212 -1.443686 -0.09 -0.07 0.04 0.069
H -4.151685 0.451176 0.031266 -0.05 -0.03 0.00 0.065



38
Properties=species:S:1:pos:R:3:forces:R:3:mulliken_spin:R:1 method="wB97M-V/def2-TZVPD" multiplicity=2 s_squared=0.7807 gap_ev="8.31 / 3.33"
K 0.268161 -1.597840 -1.907857 0.43 -0.55 -0.09 0.002
B 2.970311 -1.068320 -3.133147 0.96 -0.81 -1.17 0.000
F 2.009331 -0.069480 -3.088447 -1.20 1.43 0.70 0.000
F 3.992631 -0.585440 -3.959847 -0.14 -0.53 0.06 0.000
F 3.456471 -1.421590 -1.892947 0.14 0.40 1.03 0.000
F 2.270021 -2.209620 -3.594917 0.09 -0.12 -0.52 0.000
B -0.723429 -4.576200 -1.099917 -0.55 -1.21 -0.06 0.000
F -2.074659 -4.831360 -1.141667 -1.46 0.47 -0.19 0.000
F -0.434769 -3.588680 -0.202277 -0.09 2.95 1.83 0.000
F -0.069739 -5.655710 -0.729207 1.51 -3.58 1.81 0.000
F -0.180129 -4.263640 -2.286687 0.27 1.97 -3.19 0.000
C 1.699801 3.246000 -1.066817 -0.18 -0.11 1.43 0.001
C 2.785531 2.193520 -0.688517 -0.90 1.29 -1.92 0.000
O 2.612561 1.733730 0.671023 -0.79 -0.99 0.13 0.000
C 1.624631 0.858430 1.037123 1.30 1.51 -0.93 0.000
O 0.901001 0.230700 0.295893 0.00 0.32 0.84 -0.002
O 1.606141 0.900800 2.390793 0.57 0.27 -0.89 0.000
C 0.625961 0.183420 3.056393 -1.52 -1.24 0.21 0.002
H 0.681551 2.857110 -1.072637 0.02 -0.43 -0.31 0.000
H 1.850241 3.835060 -1.971517 0.38 -0.48 -0.11 0.000
H 1.680461 3.959530 -0.243047 0.10 0.30 0.06 0.000
H 3.719451 2.745730 -0.793217 0.22 -0.27 1.00 0.000
H 2.862191 1.480630 -1.509497 -0.36 -0.95 0.75 0.000
H 0.873471 -0.002490 4.101513 0.50 0.19 -0.26 0.000
H 0.377411 -0.763350 2.576843 0.54 -0.25 -0.08 -0.001
H -0.340419 0.687540 3.064013 -0.09 0.70 -0.01 0.000
C -2.512629 0.975550 -0.255987 1.37 1.06 -3.06 -0.141
O -1.940239 0.221050 -1.023117 0.19 -0.24 -0.65 0.451
N -2.820469 0.550370 0.934863 -1.23 -2.59 3.38 0.562
C -3.514809 1.421520 1.819003 -1.12 0.69 0.23 -0.001
C -2.592989 -0.843480 1.424553 -0.06 0.25 -0.59 0.005
H -2.741539 2.023410 -0.504557 -0.09 -0.26 0.11 0.000
H -4.085899 2.179920 1.283473 0.59 0.28 -0.29 0.011
H -2.753869 1.876970 2.452753 -0.21 0.11 0.44 0.040
H -4.316039 0.906590 2.349073 0.61 -0.38 0.48 0.009
H -2.044449 -1.464020 0.715933 0.28 0.32 0.08 0.000
H -2.158379 -0.806910 2.423493 0.27 0.24 -0.13 0.026
H -3.562869 -1.319450 1.569083 -0.37 0.21 -0.14 0.033



29
Properties=species:S:1:pos:R:3:forces:R:3:lowdin_charge:R:1 method="wB97M-V/def2-TZVPD" de_lowest_ev=0.248 smiles="C[C@H](N)C(=O)N1C[C@@H](O)C[C@H]1B(O)O" gap_ev=8.81
C -2.235350 -1.558425 -2.013880 -0.60 -0.94 -0.06 -0.053
C -1.433873 -0.531105 -1.263463 -1.22 -0.47 0.67 -0.413
N -1.620442 0.773647 -1.828880 0.04 1.69 0.75 0.080
C 0.025487 -0.883672 -1.245809 -0.04 0.42 1.76 -0.424
O 0.539902 -1.300249 -2.250954 1.17 -0.52 -0.52 0.089
N 0.683613 -0.646805 -0.040135 0.05 -0.25 -1.56 0.015
C 2.100465 -1.062491 0.125066 -1.08 0.09 0.95 -0.063
C 2.482965 -0.306928 1.400686 -0.62 0.77 0.31 -0.309
O 2.935050 1.015114 1.079819 -0.44 -0.01 -0.10 -0.037
C 1.142724 -0.136428 2.215637 0.80 -0.63 -0.08 -0.061
C 0.073688 0.008341 1.142506 -1.46 -1.03 -0.09 -0.180
B -0.590593 1.454021 0.959653 -0.67 0.82 -0.75 -0.578
O 0.175076 2.411635 0.291935 -0.06 0.69 0.97 0.130
O -1.940839 1.670956 1.287208 1.30 0.26 -0.07 0.149
H -2.206573 -2.528001 -1.483526 0.21 0.28 -0.36 0.091
H -3.308532 -1.312646 -2.096582 0.54 0.30 0.12 0.087
H -1.826224 -1.679174 -3.013267 0.00 -0.17 -0.10 0.077
H -1.848426 -0.512308 -0.239083 0.21 0.17 -0.44 0.127
H -1.097557 1.421294 -1.220471 -0.45 -0.03 -1.04 0.052
H -1.270276 0.887303 -2.772139 0.20 -0.36 0.01 0.095
H 2.673857 -0.783487 -0.752381 0.17 0.07 0.08 0.128
H 2.186586 -2.152321 0.298684 -0.18 0.36 -0.24 0.134
H 3.249901 -0.840006 1.980163 -0.07 0.48 -0.22 0.145
H 2.143072 1.516080 0.773564 0.82 -0.37 0.12 0.079
H 0.945738 -0.992910 2.885315 0.08 0.28 -0.42 0.127
H 1.183733 0.758416 2.825258 0.36 0.06 0.27 0.117
H -0.810552 -0.588694 1.420916 0.35 -0.10 0.24 0.137
H -0.017777 3.357557 0.476776 -0.03 -0.97 -0.36 0.135
H -2.334842 2.541287 1.057382 0.60 -0.88 0.15 0.125



25
Properties=species:S:1:pos:R:3:forces:R:3:lowdin_charge:R:1 method="wB97M-V/def2-TZVPD" total_charge=+1 de_lowest_ev=2.636 smiles="C=C(CC)OCC[NH2+]CBr" gap_ev=9.34
C 1.451773 0.047430 1.003951 -1.04 -0.69 -1.77 0.073
C 0.826977 0.427391 -0.128201 1.77 2.38 1.65 -0.432
C 0.823731 1.898552 -0.379729 -0.53 1.09 -1.14 -0.197
C 2.163632 2.603513 -0.488744 0.87 0.14 -0.19 -0.090
O 0.156306 -0.218498 -1.062534 -0.58 -1.76 -0.36 -0.068
C 0.016984 -1.646840 -1.004588 2.11 -0.45 -0.90 -0.148
C -1.373880 -2.102006 -0.571705 1.21 0.46 -3.05 -0.143
N -1.555845 -1.609306 0.778110 -0.20 1.03 1.33 -0.004
C -1.964332 -0.091365 0.699710 -0.36 -1.30 2.38 -0.542
Br -3.830035 0.169939 1.090286 0.00 -0.32 -0.24 0.768
H 2.020192 0.767173 1.559702 -0.04 -0.02 0.26 0.080
H 1.523565 -0.992720 1.155679 0.54 -1.07 0.83 0.032
H 0.267212 2.218515 -1.282967 0.15 -0.79 0.17 0.131
H 0.208952 2.303661 0.402803 -0.05 0.56 0.69 0.111
H 2.048967 3.698804 -0.397697 -0.01 -0.49 -0.95 0.096
H 2.800257 2.203953 -1.306638 -0.97 0.85 -0.42 0.101
H 2.894447 2.426622 0.258490 0.14 -0.58 1.71 0.048
H 0.718467 -2.185023 -0.231022 -0.69 1.29 -1.70 0.158
H 0.328744 -1.907520 -2.098862 -0.90 -0.35 2.17 0.185
H -2.134858 -1.597640 -1.246919 0.52 -1.21 0.89 0.166
H -1.182888 -3.170266 -0.760776 -1.38 0.02 0.78 0.152
H -2.307939 -2.062397 1.318903 0.45 -0.16 -0.17 0.157
H -0.643534 -1.558232 1.348047 -1.40 -0.60 -1.02 0.182
H -1.788989 0.212505 -0.339706 0.54 0.60 1.08 0.082
H -1.467908 0.163758 1.684405 -0.13 1.38 -2.04 0.102



26
Properties=species:S:1:pos:R:3:forces:R:3:lowdin_charge:R:1 method="wB97M-V/def2-TZVPD" total_charge=+1 de_lowest_ev=0.000 smiles=C[C@H](O)C[N@@H+]1CO[C@H](Br)[C@H]1C gap_ev=11.09
C 2.396455 -0.360289 0.857690 -0.21 0.56 -0.36 -0.020
C 1.823491 -0.677377 -0.554165 0.81 -0.58 0.04 -0.381
O 1.815504 0.446245 -1.426174 -0.86 0.09 0.45 -0.032
C 0.429835 -1.337008 -0.568979 1.54 0.45 -0.52 -0.053
N -0.617232 -0.617185 0.223428 -0.51 -1.36 0.39 -0.004
C -1.920159 -1.344861 -0.100593 -2.44 0.61 -0.39 -0.098
O -2.674832 -0.394678 -0.838410 0.69 -0.06 -0.21 -0.112
C -2.447027 0.808839 -0.079108 0.79 -0.50 -0.35 -0.640
Br -3.030130 2.449195 -0.945689 -0.17 -1.08 0.49 0.844
C -0.881405 0.818911 -0.065713 -0.83 1.93 -0.81 -0.327
C -0.132211 1.899248 0.738308 0.22 -0.63 0.24 -0.023
H 3.098175 -1.129860 1.202723 -0.43 0.12 0.01 0.091
H 1.609064 -0.161093 1.605090 0.40 -0.28 -0.13 0.066
H 2.957439 0.585038 0.774023 -0.10 -0.40 0.06 0.095
H 2.509070 -1.409837 -1.019696 -0.46 -0.06 0.28 0.153
H 2.682534 0.546177 -1.812939 0.35 0.10 -0.15 0.108
H 0.084170 -1.351407 -1.613489 -0.06 0.14 0.39 0.158
H 0.524808 -2.381343 -0.240354 -0.27 0.42 0.29 0.154
H -0.535320 -0.699343 1.239425 0.73 -0.16 -0.10 0.189
H -2.561609 -1.578745 0.768653 1.03 0.13 0.41 0.156
H -1.786961 -2.291111 -0.635183 0.27 0.59 -0.23 0.155
H -2.924726 0.560881 0.883951 0.09 1.16 -0.01 0.128
H -0.626890 1.057243 -1.110846 0.02 -0.73 0.25 0.142
H 0.928489 1.879307 0.445534 -0.40 -0.05 0.23 0.073
H -0.223142 1.791071 1.831043 -0.02 0.04 -0.34 0.099
H -0.497391 2.891981 0.441470 -0.15 -0.45 0.09 0.078



26
Properties=species:S:1:pos:R:3:forces:R:3:lowdin_charge:R:1 method="wB97M-V/def2-TZVPD" total_charge=+1 de_lowest_ev=4.650 gap_ev=7.95
C -2.516515 0.625599 -1.748924 0.27 -0.33 1.20 -0.139
C -1.104896 1.354550 -1.226888 0.12 -0.60 0.27 -0.194
C -0.697233 0.516506 0.162119 -2.33 -0.08 -2.06 -0.263
O 0.535081 1.009734 0.796628 0.76 -3.10 2.58 -0.137
C 1.095408 -0.076838 1.667087 -0.86 -0.13 -2.58 -0.600
Cl -0.199164 -1.119611 2.567957 0.36 1.14 -0.86 0.678
C 2.030419 -1.197507 0.853562 -0.31 -0.41 0.10 -0.121
C 2.549004 -2.039255 2.166599 1.54 0.74 -1.69 -0.156
C 2.758253 -0.749954 3.157582 -1.28 0.24 -0.75 0.083
N 1.963586 0.350775 2.853991 3.24 -4.29 -0.09 0.109
H -3.181302 1.331996 -2.403605 1.59 -1.59 1.14 0.069
H -2.255796 -0.408262 -2.272922 -0.62 2.44 0.85 0.093
H -3.141646 0.331075 -0.775427 1.23 0.72 -2.06 0.082
H -0.244949 1.209727 -2.042018 -1.93 0.49 1.86 0.123
H -1.268907 2.503801 -0.985577 0.40 -2.52 -0.52 0.122
H -0.589025 -0.614783 -0.199580 -0.17 2.41 1.06 0.128
H -1.647084 0.642574 0.873741 2.39 -0.43 -1.28 0.131
H 1.468264 -1.808126 -0.003124 0.74 1.32 2.43 0.151
H 2.972239 -0.788582 0.259628 -2.03 -0.18 1.67 0.151
H 1.948713 -2.977504 2.536544 0.65 2.46 -0.35 0.140
H 3.572216 -2.548437 1.825917 -1.76 1.48 1.31 0.147
H 3.553064 -0.912409 4.000848 -1.82 1.26 -1.37 0.180
H 1.973006 1.261409 3.371052 -0.17 -1.06 -0.70 0.200
O -3.057903 1.293336 -4.777679 -0.14 0.12 -0.50 -0.071
H -2.893207 2.076034 -5.324564 -0.04 -0.24 0.18 0.047
H -3.621624 0.734153 -5.332949 0.17 0.16 0.20 0.048



39
Properties=species:S:1:pos:R:3:forces:R:3:mulliken_spin:R:1 method="wB97M-V/def2-TZVPD" multiplicity=4 s_squared=3.7556 total_charge=-1 gap_ev="6.19 / 9.41"
V 0.448149 1.058678 0.468291 2.66 -0.46 0.87 2.878
N 2.028740 2.567616 -1.116632 -2.60 -1.72 2.16 -0.003
O 0.759317 2.631662 -1.026859 -0.88 2.08 -2.17 0.011
O 2.755915 3.228035 -1.778000 0.58 1.12 -1.16 0.027
O 2.398869 1.665483 -0.338447 2.34 -1.41 0.72 -0.012
N 1.809349 1.124964 2.801912 -3.87 -0.20 -1.72 0.000
O 2.213798 1.153669 3.915910 1.73 -0.06 1.39 0.019
O 1.143840 2.026809 2.268190 -0.19 4.44 0.45 -0.011
O 1.669162 0.129328 2.072200 1.89 -4.10 -0.47 -0.006
C -2.419043 2.084792 3.412086 1.35 -0.60 -0.74 -0.001
F -2.926363 3.328503 3.273746 0.14 -1.28 0.77 0.001
F -1.199612 2.151765 4.050598 -2.28 -0.04 -0.90 0.000
F -3.237106 1.235086 4.095118 0.75 1.47 -0.52 0.000
S -2.178106 1.389750 1.622695 1.68 -0.39 -3.38 0.023
O -3.454066 1.043685 1.007258 0.50 0.62 1.92 0.007
O -1.331641 2.283428 0.813845 -2.51 3.45 0.63 0.020
O -1.176927 0.313078 1.643770 -1.21 -2.74 2.48 0.002
C 2.626207 -1.492724 -0.746563 0.23 -0.05 -1.54 0.022
C 1.506405 -0.943401 -1.669249 1.84 -0.30 1.26 0.043
N 0.292403 -0.623374 -0.935792 -2.08 0.10 -1.51 -0.111
C -0.243529 -1.807946 -0.201883 0.19 -0.44 0.30 0.044
C -0.289934 -3.186292 -0.932007 0.33 0.54 1.22 0.005
C -0.683539 -0.369786 -2.050882 -1.26 0.23 0.29 0.013
C -2.120295 0.067803 -1.699856 0.08 0.13 -0.10 0.059
H 3.480032 -1.564944 -1.420273 0.33 -0.02 -0.03 0.001
H 2.464316 -2.526515 -0.441316 -0.22 0.24 0.54 0.002
H 2.945466 -0.801025 0.032998 -0.51 -0.23 0.19 -0.003
H 1.946702 -0.067819 -2.146315 -0.49 0.36 0.17 -0.010
H 1.297254 -1.623611 -2.494879 -0.05 -0.41 0.05 0.008
H 0.315100 -1.832324 0.733762 0.36 -0.52 -0.11 0.007
H -1.250357 -1.632595 0.177134 0.05 0.53 -0.39 -0.010
H 0.695959 -3.524297 -1.251148 -0.18 0.08 -0.44 0.000
H -0.567509 -3.874911 -0.133979 -0.15 -0.18 -0.01 0.000
H -1.066300 -3.265234 -1.693001 0.29 0.10 -0.16 0.000
H -0.746760 -1.324981 -2.572145 -0.07 0.04 -0.41 -0.002
H -0.334372 0.387440 -2.752876 0.58 -0.08 0.19 -0.025
H -2.215411 1.125744 -1.455277 0.34 -0.05 0.33 0.002
H -2.634102 -0.506053 -0.928627 0.25 0.00 0.03 -0.004
H -2.722014 -0.029486 -2.603506 0.02 -0.22 -0.21 0.002



27
Properties=species:S:1:pos:R:3:forces:R:3:lowdin_charge:R:1 method="wB97M-V/def2-TZVPD" total_charge=+1 gap_ev=6.47
C -1.218391 -2.742545 -1.690672 0.28 0.40 -0.83 -0.167
O -0.944450 -1.683751 -0.855616 0.15 -0.13 -0.01 -0.173
C -1.271758 -1.884799 0.530660 0.11 0.33 0.27 -0.186
C -0.131105 -1.470921 1.435048 -0.45 0.10 0.27 -0.174
C -0.014647 0.028304 1.659746 0.48 0.02 -0.36 -0.169
C 0.190545 0.845282 0.378173 0.37 -0.18 1.06 -0.184
N 0.898012 2.100096 0.718069 -0.68 0.13 -1.37 -0.089
C 2.324944 2.008297 0.326000 -0.43 0.17 0.19 -0.037
C 0.382724 3.253439 0.078026 0.54 2.11 1.25 -0.527
O 0.662929 4.382405 0.450645 -0.26 -1.95 -0.98 0.119
O -0.454571 3.031323 -0.988816 0.11 -0.83 0.21 0.078
H -2.149444 -2.573132 -2.269421 -0.40 -0.16 0.17 0.073
H -0.384233 -2.822547 -2.418938 0.22 -0.13 0.07 0.070
H -1.278602 -3.711054 -1.209269 -0.15 -0.22 0.11 0.107
H -2.138904 -1.269267 0.752200 -0.28 0.04 0.04 0.132
H -1.532419 -2.920051 0.731096 -0.04 -0.27 -0.26 0.120
H -0.358956 -1.922486 2.398122 0.05 -0.13 0.21 0.121
H 0.806112 -1.912727 1.111557 0.18 -0.05 -0.24 0.123
H 0.845522 0.211856 2.295420 0.11 0.02 0.24 0.115
H -0.885195 0.392257 2.193625 -0.19 0.11 0.14 0.119
H 0.811629 0.252401 -0.287938 -0.03 -0.03 -0.46 0.110
H -0.769240 1.040629 -0.072349 -0.08 0.10 -0.32 0.112
H 2.412193 1.923803 -0.759803 0.06 -0.16 -0.18 0.093
H 2.842194 2.906380 0.627294 0.18 0.08 0.30 0.093
H 2.745785 1.123103 0.779711 0.25 -0.09 0.22 0.089
H -0.123520 3.512040 -1.747339 -0.10 0.71 -0.05 0.118
Li -1.267155 -2.098334 -4.165231 0.00 0.01 0.31 0.916



23
Properties=species:S:1:pos:R:3:forces:R:3:lowdin_charge:R:1 method="wB97M-V/def2-TZVPD" de_lowest_ev=0.259 smiles="C=C(N)C[C@H](C)CC" gap_ev=9.08
C 0.407531 -0.895142 2.656631 -0.05 -0.12 -0.08 0.013
C -0.033082 0.252865 2.126595 0.26 -1.12 -0.35 -0.451
N 0.138130 1.460382 2.769362 0.16 0.89 -0.02 0.082
C -0.785247 0.270909 0.805874 -0.03 0.05 0.03 -0.139
C -0.028678 -0.298122 -0.420305 -0.21 0.25 0.03 -0.383
C 1.234544 0.513493 -0.722228 0.04 -0.13 0.05 -0.072
C -1.005401 -0.350467 -1.615979 0.04 -0.14 0.21 -0.248
C -0.373927 -0.748021 -2.941721 -0.01 0.10 -0.17 -0.121
H 0.250390 -1.846999 2.159590 -0.08 0.18 0.07 0.052
H 0.920761 -0.920757 3.612178 0.03 0.04 -0.08 0.048
H 0.208921 2.259733 2.145514 0.00 -0.22 0.31 0.088
H 0.859900 1.455573 3.485074 -0.29 0.07 -0.25 0.094
H -1.090980 1.301570 0.577039 0.09 -0.09 0.00 0.114
H -1.721845 -0.285257 0.947860 0.17 0.05 -0.09 0.122
H 0.282502 -1.328769 -0.205670 -0.07 0.10 0.07 0.132
H 1.924415 0.501619 0.127833 -0.16 0.02 -0.01 0.076
H 0.991914 1.556147 -0.950427 -0.02 -0.03 -0.03 0.085
H 1.782542 0.095786 -1.572849 -0.11 0.09 0.08 0.070
H -1.795220 -1.076250 -1.382073 0.05 0.16 0.09 0.110
H -1.501704 0.619454 -1.742085 0.05 -0.02 0.12 0.112
H 0.233515 0.067443 -3.346981 0.01 -0.19 0.02 0.069
H 0.255614 -1.636432 -2.836066 -0.03 0.06 -0.04 0.078
H -1.154596 -0.968759 -3.677165 0.15 0.00 0.06 0.070



Taking the records one at a time from the top gives E values of -26199.066, -56609.539, -19351.555, -81072.706, -83122.172, -25598.073, -75071.797, -15332.322, -8992.231 eV.